(1)
Entry from the Open Molecules 2025 dataset: the ion C5H12NSi with charge +1 at a distorted geometry (the ωB97M-V functional and the def2-TZVPD basis).

Summary:
SMILES string: C#[N+]C[Si](C)(C)C
HOMO, eV: -14.481
Total charge: +1
ΔE to the lowest compared entry with this formula, charge and spin, kcal per mole: 25.4

```
19
Properties=species:S:1:pos:R:3:forces:R:3
C 0.907681 -3.026249 -0.609316 0.9 0.8 0.6
C 0.020627 0.517342 -1.906259 -0.6 1.6 1.2
C -1.714332 -0.618413 0.449043 -2.2 1.6 -2.1
C 0.647377 1.847269 0.959662 0.7 -3.2 0.6
C 1.332811 -0.989376 0.746988 -0.8 1.7 0.1
N 1.252937 -2.173609 0.075610 -1.6 -2.0 -1.4
Si -0.183808 0.340395 0.088925 3.1 -0.5 -1.2
H 0.707690 -3.807966 -1.305450 -0.1 -0.3 0.0
H 0.447646 -0.274422 -2.514472 -0.1 -0.4 0.3
H -1.025470 0.722996 -2.254047 0.8 -0.3 0.1
H 0.611550 1.439673 -2.189114 -0.6 -0.9 0.6
H -1.754681 -1.589764 0.932177 0.2 0.2 0.3
H -2.478307 0.124321 0.871042 0.8 -1.3 -0.3
H -2.076854 -0.754828 -0.661263 0.4 0.0 2.0
H 1.326970 1.429590 1.789729 -0.7 0.8 -1.4
H 1.138372 2.447035 0.234426 0.9 0.2 -0.7
H 0.019232 2.501047 1.431179 -2.0 1.6 1.4
H 1.271303 -1.107353 1.825018 -0.1 -0.2 0.0
H 2.270337 -0.563940 0.482402 0.9 0.6 -0.1
```
Forces are in eV/Å.


(2)
Entry from the Open Molecules 2025 dataset: a cluster of 2 separate species, C5H12OSi in total at a distorted geometry (the ωB97M-V functional and the def2-TZVPD basis).

Summary:
HOMO, eV: -8.251
ΔE to the lowest compared entry with this formula, charge and spin, kcal per mole: 64.8

```
19
Properties=species:S:1:pos:R:3:forces:R:3
C -2.710241 -2.165780 -0.536094 1.1 1.2 3.7
C -2.591480 -1.583172 0.704567 0.8 -3.0 -3.1
C 1.464821 2.771732 0.557435 -1.4 1.0 1.2
C 1.765749 -1.628204 -0.577209 -1.8 -1.8 1.9
C 0.284329 1.994524 0.000885 1.1 -0.3 0.2
O 0.690238 0.704595 -0.387838 1.1 -1.2 0.2
Si 1.576708 -0.264755 0.703765 -0.5 0.2 -0.8
H -3.270452 -1.630645 -1.237246 -0.6 0.5 -1.3
H -2.145050 -3.034087 -0.817093 -0.3 -0.5 0.0
H -2.043441 -2.009082 1.516432 0.4 -0.4 0.3
H -2.917489 -0.625889 0.856208 -1.3 2.2 0.4
H 1.198462 3.859586 0.547501 0.4 -0.8 0.8
H 1.963334 2.341937 1.470547 -1.2 0.8 -0.4
H 2.230301 2.691932 -0.121777 1.9 -0.1 -2.1
H 0.706993 -1.635971 -0.949026 0.9 -0.4 0.0
H 2.409911 -1.419842 -1.351602 1.4 0.9 -2.0
H 2.075499 -2.658280 -0.234807 -0.5 1.1 0.0
H -0.204022 2.471935 -0.826955 0.2 0.4 -0.7
H -0.484163 1.819458 0.682304 -1.4 0.3 1.7
```
Forces are in eV/Å.


(3)
Entry from the Open Molecules 2025 dataset: a structure of composition C20H25N7S5Ti at a distorted geometry (the ωB97M-V functional and the def2-TZVPD basis).

Summary:
Multiplicity: 2
Expectation value of S²: 0.76
HOMO (alpha / beta), eV: -9.151 / -9.167
Total charge: +1
ΔE to the lowest compared entry with this formula, charge and spin, kcal per mole: 56.3

```
58
Properties=species:S:1:pos:R:3:forces:R:3
Ti -0.164947 0.842150 0.528408 -0.5 0.6 0.1
C 1.333405 -1.294855 2.204814 0.7 0.4 0.3
C 1.837091 -1.577355 0.753312 -1.1 -1.0 0.5
N 1.689847 -0.394285 -0.058061 -0.1 1.4 -0.8
C 2.970647 0.352278 -0.092765 1.0 -0.4 -0.4
C 2.901276 1.845001 -0.396639 0.1 -0.3 0.5
S 1.695716 2.659742 0.711465 -0.3 0.5 -0.6
C 2.151043 2.377169 2.434569 2.3 -0.2 0.1
C 2.080010 0.951816 2.972400 -0.8 0.0 -0.4
N 0.960834 0.155256 2.367447 0.3 -0.8 0.7
H 0.423271 -1.861282 2.392426 0.0 -0.1 -0.1
H 2.062460 -1.544636 3.012547 -0.4 -0.1 -0.7
H 2.830733 -2.009920 0.682317 0.3 0.2 0.3
H 1.178316 -2.348980 0.338390 0.0 0.2 0.0
H 1.464240 -0.619623 -1.038378 0.2 -0.4 0.4
H 3.473923 0.241800 0.878994 -0.2 -0.1 -0.4
H 3.618273 -0.151641 -0.849548 -0.2 0.4 0.5
H 3.883884 2.318233 -0.270714 -0.2 -0.2 0.1
H 2.603601 2.042009 -1.429983 -0.3 0.1 0.2
H 3.212989 2.738493 2.602256 -1.1 -0.3 -0.3
H 1.543719 3.058335 2.990783 -0.6 0.4 0.2
H 3.006719 0.444038 2.762003 0.2 -0.2 0.0
H 1.977595 0.983026 4.060464 0.0 0.0 -0.1
H 0.223274 0.112715 3.062107 -0.1 0.2 0.1
N -1.427756 0.770705 -3.783125 -0.9 -0.5 0.3
C -0.632252 1.059424 -2.691960 1.0 0.5 -0.3
N -0.861475 0.460592 -1.449355 -0.9 0.2 0.1
C -1.589785 -0.705413 -1.449104 0.6 -0.5 -0.1
N -1.936365 -1.312304 -0.330201 0.0 0.8 -0.3
N -1.598596 -0.468802 0.711439 0.7 -0.7 0.0
C -2.162987 -0.621583 1.892413 0.0 0.8 0.8
C -2.070094 0.500947 2.789394 -0.7 -1.7 -0.5
C -2.626354 0.491286 4.093519 -0.1 -0.6 0.0
C -2.381628 1.590198 4.858128 -1.0 -0.1 1.1
C -1.743322 2.697511 4.335177 1.2 0.2 -1.9
C -1.270753 2.659152 3.021090 -1.0 0.3 1.4
N -1.443739 1.567556 2.264926 1.1 0.7 -0.8
C -1.840060 -1.340888 -2.745158 -0.9 -0.5 -0.9
C -2.232887 -2.689048 -2.881438 1.1 -0.4 1.0
C -2.228006 -3.263244 -4.136486 -0.4 -1.0 0.6
C -2.056416 -2.511141 -5.269612 0.3 0.1 -1.8
C -1.823915 -1.153704 -5.204095 -0.7 0.3 0.3
C -1.727872 -0.580897 -3.932178 0.1 -0.3 0.3
H -1.233025 1.259672 -4.642457 0.1 0.2 0.1
H -0.464637 2.134888 -2.622095 0.2 -0.2 0.1
H -2.658355 -1.502639 2.203505 -0.7 -0.8 -0.1
H -3.234313 -0.360577 4.482693 0.8 0.7 -0.5
H -2.768328 1.661819 5.877225 0.1 -0.2 -0.3
H -1.552684 3.565413 4.903705 0.0 0.8 0.6
H -0.817308 3.551825 2.588811 0.0 -0.4 -0.1
H -2.318514 -3.332477 -1.971882 -0.1 0.8 -0.9
H -2.329026 -4.339123 -4.267906 -0.2 0.2 0.3
H -2.055824 -3.030518 -6.250676 -0.1 0.5 0.7
H -1.756691 -0.517537 -6.097178 0.1 -0.4 0.4
S 1.301171 0.501906 -3.263109 0.6 0.3 0.4
S 1.382984 -0.652594 -4.891792 0.1 0.8 -0.4
S 1.359595 -2.639359 -4.312767 0.0 -0.5 0.4
S 1.841291 -2.770502 -2.448087 -0.1 -0.1 -0.1
```
Forces are in eV/Å.


(4)
Entry from the Open Molecules 2025 dataset: a cluster of 2 separate species, C36H31NO5S2 in total at a distorted geometry (the ωB97M-V functional and the def2-TZVPD basis).

Summary:
HOMO, eV: -6.230
ΔE to the lowest compared entry with this formula, charge and spin, kcal per mole: 0.0

```
75
Properties=species:S:1:pos:R:3:forces:R:3
C -4.522406 1.391427 2.658409 0.0 0.1 0.0
C -4.154658 0.824280 1.433057 0.1 0.2 0.4
C -2.823906 0.563297 1.147154 0.2 0.3 0.3
C -1.808449 0.791686 2.120052 -1.1 0.4 0.6
C -0.505988 0.211252 1.980406 1.5 -1.6 -1.0
S 0.664393 0.451979 3.271668 -1.1 -0.9 -1.1
C 2.278787 -0.138858 2.804307 0.2 -0.1 0.0
C 2.968200 -1.032039 3.622014 -0.2 0.1 -0.3
C 4.224656 -1.480842 3.212807 0.0 0.2 -0.1
C 4.791322 -0.994019 2.032380 -0.1 0.0 0.0
C 4.116116 -0.040511 1.262625 -0.2 0.0 0.2
C 2.852231 0.390212 1.652436 0.1 0.0 0.1
O 0.865316 1.900079 3.357424 -0.1 0.1 0.6
O 0.242872 -0.272273 4.456695 0.7 0.5 0.2
S -0.467931 -1.400195 1.216130 0.6 0.8 1.2
C -1.396385 -2.562052 2.232509 -0.3 -0.2 0.0
C -0.786614 -3.118098 3.354699 0.0 -0.1 0.3
C -1.437687 -4.109373 4.092766 0.0 0.1 -0.3
C -2.695457 -4.564347 3.690577 0.0 0.3 -0.1
C -3.334651 -3.962243 2.602022 0.3 0.0 0.1
C -2.680958 -2.970515 1.867121 0.0 0.1 0.1
O -1.120025 -1.384151 -0.071122 0.1 -0.1 0.1
O 0.902110 -1.864925 1.316461 -0.2 -0.1 -0.2
C -2.187471 1.486639 3.300466 -0.2 -0.2 -0.2
C -3.523015 1.761650 3.568684 -0.1 0.0 -0.5
H -5.575869 1.538688 2.895922 0.3 0.1 0.0
H -4.907926 0.575349 0.685142 0.1 0.1 0.2
H -2.546833 0.148384 0.185316 -0.1 0.0 0.2
H 2.511569 -1.372720 4.551272 0.1 0.0 -0.3
H 4.755678 -2.209995 3.824915 -0.1 0.2 -0.2
H 5.766431 -1.353959 1.705479 -0.2 0.1 0.1
H 4.558709 0.375786 0.358422 0.0 -0.2 0.2
H 2.293764 1.124824 1.073702 0.1 -0.2 0.0
H 0.199124 -2.780074 3.663209 -0.2 0.0 -0.1
H -0.951880 -4.519321 4.979955 -0.1 0.0 -0.3
H -3.181892 -5.379813 4.226229 0.1 0.3 -0.1
H -4.344297 -4.259501 2.317613 0.3 0.0 0.0
H -3.164496 -2.511349 1.008024 0.1 -0.1 0.1
H -1.428410 1.731081 4.042831 -0.3 -0.1 -0.1
H -3.782299 2.252252 4.506816 0.0 -0.1 -0.1
C -2.754495 5.559534 7.876694 0.4 0.1 -0.2
O -1.343225 5.763498 7.636502 -0.2 -0.2 -0.4
C -0.807692 5.362987 6.454470 -0.1 -0.3 -0.5
C -1.568397 4.882266 5.356922 0.4 0.3 0.5
C -0.910852 4.493726 4.196192 0.1 0.1 -0.3
C 0.495711 4.507034 4.097331 -0.3 -0.3 0.7
C 1.190856 4.068410 2.905522 -0.3 1.5 -0.3
C 0.803051 4.507433 1.641478 -0.1 -0.3 -0.3
C 1.631523 4.437886 0.433973 -0.4 0.5 -0.2
C 2.925701 4.001114 0.185557 0.2 -0.1 -0.5
C 3.481924 4.244466 -1.081310 -0.2 -0.1 0.4
C 2.771524 4.932554 -2.078008 -0.6 0.1 0.3
C 1.480509 5.422319 -1.825481 0.5 -0.3 0.0
C 0.947014 5.151004 -0.574758 0.3 0.2 0.4
N -0.237286 5.658186 -0.016309 -0.2 -0.6 1.6
C -1.179081 6.544231 -0.676355 -0.4 0.1 -0.1
C -0.336825 5.280644 1.285543 0.7 0.2 -1.1
C 1.232961 4.945534 5.221407 0.0 -0.3 -0.6
C 0.605040 5.415691 6.348050 -0.7 0.1 0.4
H -2.911858 5.941279 8.888113 -0.1 -0.1 -0.3
H -3.365495 6.127464 7.158371 0.2 -0.1 0.2
H -3.019447 4.491040 7.835926 0.2 0.3 0.0
H -2.656896 4.808069 5.420872 0.4 0.0 -0.1
H -1.499255 4.147649 3.341022 0.2 -0.2 0.5
H 2.204666 3.690062 2.978845 -0.2 0.0 0.2
H 3.484388 3.491587 0.969613 0.0 0.0 -0.3
H 4.491700 3.895995 -1.295881 -0.3 0.1 0.1
H 3.218460 5.096739 -3.054457 0.0 0.0 0.2
H 0.908712 6.005067 -2.543423 0.3 -0.2 0.0
H -0.918842 6.607552 -1.737691 -0.3 -0.1 0.3
H -2.201122 6.152747 -0.549533 0.4 0.1 -0.2
H -1.137373 7.553197 -0.242237 0.1 -0.3 -0.1
H -1.169603 5.629581 1.895531 0.3 -0.2 -0.3
H 2.320004 4.934765 5.157941 -0.2 0.0 0.1
H 1.172741 5.813570 7.186796 -0.1 -0.2 -0.1
```
Forces are in eV/Å.


(5)
Entry from the Open Molecules 2025 dataset: a cluster of 2 separate species, C29H17BClF9 in total at a distorted geometry (the ωB97M-V functional and the def2-TZVPD basis).

Summary:
SMILES string: Fc1cc(F)c(B(c2c(F)cc(F)cc2F)c2c(F)cc(F)cc2F)c(F)c1.Clc1ccc([C@H]2C=CCC2)cc1
HOMO, eV: -8.058

```
57
Properties=species:S:1:pos:R:3:forces:R:3
F -0.570427 -3.441519 -5.281331 -0.3 1.3 1.3
C -0.692399 -2.743517 -4.095509 0.3 -0.9 -0.2
C -1.912979 -2.794536 -3.414160 -0.1 0.1 -0.4
C -1.935531 -2.297523 -2.120209 -0.2 0.5 0.1
F -3.157970 -2.132031 -1.512550 1.4 -0.7 -0.6
C -0.761359 -1.900245 -1.433006 -0.5 0.0 -0.5
B -0.671100 -1.963686 0.095722 -0.1 2.4 -0.4
C -1.909473 -1.731733 1.011188 -1.1 -0.9 1.2
C -2.755223 -0.613527 1.174785 0.4 -0.1 -0.4
F -2.576881 0.470204 0.343230 0.0 -1.0 0.9
C -3.772743 -0.530110 2.128229 0.1 -0.5 0.0
C -4.039820 -1.681953 2.876345 -0.2 0.3 0.1
F -5.114011 -1.684650 3.740421 1.3 0.1 -0.9
C -3.265810 -2.834330 2.765350 -0.2 -0.5 0.4
C -2.218974 -2.828201 1.857628 0.2 0.7 -0.5
F -1.445200 -3.962941 1.703758 -0.8 1.0 0.3
C 0.709434 -1.992829 0.795568 1.1 -0.8 0.3
C 1.165953 -1.081323 1.764195 -0.2 0.1 0.1
F 0.456571 0.081854 1.943518 0.4 -1.0 -0.1
C 2.304429 -1.253413 2.555847 0.0 -0.5 -0.5
C 3.012998 -2.443773 2.354824 0.0 -0.1 0.6
F 4.029701 -2.767821 3.231933 -1.0 0.5 -1.2
C 2.692545 -3.345601 1.337906 0.4 -0.2 -0.1
C 1.579367 -3.080686 0.552999 0.0 0.5 -0.1
F 1.319496 -3.899201 -0.528050 0.2 0.6 1.3
H -0.093075 2.249260 0.471922 0.2 -2.3 -0.1
C 0.342111 -1.652116 -2.276483 0.4 0.4 0.0
F 1.372669 -0.876730 -1.793525 -0.9 -1.2 -0.4
C 0.436884 -2.081636 -3.588922 -0.7 -0.1 -0.1
H -2.826086 -3.150552 -3.901283 0.5 0.0 0.2
H -4.325853 0.392060 2.291362 0.0 -0.3 -0.2
H -3.467789 -3.709916 3.396548 0.0 0.4 -0.4
H 2.626893 -0.499554 3.269301 -0.2 -0.2 -0.1
H 3.327072 -4.215601 1.139359 -0.3 0.3 0.2
H 1.309120 -1.886129 -4.203039 -0.1 -0.2 0.2
Cl 6.073630 3.260191 0.444865 0.3 0.0 -0.1
C 4.373505 3.080473 0.228529 -1.3 -0.1 0.1
C 3.508078 3.552648 1.227968 0.2 0.0 -0.2
C 2.130157 3.464274 1.029920 0.4 0.2 0.0
C 1.593292 3.027847 -0.186155 -0.2 -0.2 0.6
C 0.063200 3.003463 -0.268704 0.7 -1.2 -0.1
C -0.578353 2.604867 -1.610212 0.0 0.1 -0.4
C -2.010408 3.240253 -1.658560 0.7 -0.7 0.5
C -2.147905 3.807514 -0.277119 1.5 1.1 1.6
C -0.975662 3.765283 0.462426 -3.0 1.5 -1.1
C 2.463661 2.331545 -1.062364 -0.2 0.3 0.2
C 3.846377 2.390814 -0.874845 0.5 0.4 0.5
H 3.917231 4.013978 2.136155 -0.2 -0.4 -0.4
H 1.444176 3.650679 1.865448 0.3 0.5 -0.4
H -0.034229 3.001643 -2.491925 0.2 -0.6 0.6
H -0.592460 1.494526 -1.583141 -0.2 0.6 -0.7
H -2.109883 4.002130 -2.445309 -0.1 -0.3 0.1
H -2.740305 2.437780 -1.816695 -0.1 0.3 -0.1
H -3.085379 4.293021 0.051577 0.6 -0.6 0.1
H -0.969429 3.897350 1.557529 0.2 0.5 -0.7
H 2.096924 1.640742 -1.823884 -0.1 0.7 -0.1
H 4.561245 1.923000 -1.559378 -0.5 0.0 0.2
```
Forces are in eV/Å.


(6)
Entry from the Open Molecules 2025 dataset: a structure of composition C5H14N at a distorted geometry (the ωB97M-V functional and the def2-TZVPD basis).

Summary:
HOMO, eV: -14.365
Total charge: +1
ΔE to the lowest compared entry with this formula, charge and spin, kcal per mole: 146.3

```
20
Properties=species:S:1:pos:R:3:forces:R:3
C 1.661958 2.976544 -0.414552 3.6 0.5 0.4
C 0.289733 -0.256848 0.641098 0.9 -3.3 4.2
C -0.540753 -1.230009 -0.133354 -3.0 0.1 -2.5
C -2.083655 -0.972775 0.029237 1.1 1.6 1.9
C -0.162558 -2.715654 0.181435 1.6 0.2 0.2
N 0.664972 1.955322 -0.280058 -3.7 -1.3 -1.6
H 2.263884 2.930206 -1.327944 -0.6 -0.7 -0.5
H 2.497013 2.881179 0.289691 -0.3 0.1 0.5
H 0.105058 -0.295680 1.801791 -0.4 1.2 -2.3
H 0.429837 0.784034 -0.288985 1.5 4.0 -1.1
H -0.388172 -1.230975 -1.230811 0.5 0.6 0.4
H -2.844016 -1.391512 -0.626690 0.7 -0.5 -0.1
H -2.290793 -1.185944 1.103546 -0.4 0.0 -0.8
H -2.167206 0.128106 -0.067539 -0.4 -0.4 0.0
H 0.853486 -2.861040 -0.214011 -0.1 -0.2 0.5
H -0.756543 -3.439123 -0.381944 -0.5 0.6 0.0
H -0.209095 -2.968343 1.236609 0.0 0.1 0.1
H 1.349505 -0.463032 0.599131 0.5 0.4 -0.6
H -0.211786 2.469337 -0.227782 -0.4 -1.2 0.6
H 1.379474 4.080918 -0.371076 -0.8 -1.8 0.5
```
Forces are in eV/Å.